{"formula": "CH4N2O6S2", "method": "wB97M-V/def2-TZVPD", "charge": -2, "homo_lumo_gap_ev": 7.66, "e_above_lowest_ev": 2.117, "energy_ha": -1397.752685, "species": ["C", "N", "N", "O", "O", "O", "O", "O", "O", "S", "S", "H", "H", "H", "H"], "xyz": [[-0.67826, -0.68478, 0.79933], [1.47093, 2.72530, 0.10765], [2.35289, 1.86364, 0.12621], [-0.70126, -1.42351, -1.85964], [-3.11510, 0.26306, 0.32148], [-0.35483, 1.00140, -1.16663], [1.31506, -0.57412, -0.64579], [-2.92849, -1.70319, 1.83765], [-2.57202, -1.99332, -0.48282], [-0.14551, -0.39839, -0.77900], [-2.40111, -0.94651, 0.63367], [-0.46966, -1.81042, 0.84253], [0.69594, 2.54457, -0.52345], [-1.55941, -1.99951, -1.28099], [2.03287, 0.96362, -0.23971]], "atomic_forces_ev_per_a": [[-1.59, -2.37, -0.13], [1.35, 1.92, -0.18], [-0.07, 0.24, 1.33], [0.58, 0.59, 1.16], [-0.25, 0.65, -0.15], [-1.20, -0.83, -0.74], [-0.05, -1.37, -0.78], [1.17, 1.80, -1.31], [0.20, -0.32, -0.75], [2.72, 1.53, -0.85], [-2.01, -2.87, 2.45], [0.48, 1.22, 0.55], [-0.73, -1.30, 0.18], [-0.42, 1.41, 0.27], [-0.18, -0.32, -1.05]]}

***

{"formula": "CH4N2OS", "method": "wB97M-V/def2-TZVPD", "charge": 0, "homo_lumo_gap_ev": 9.75, "smiles": "O/N=C\\NS", "e_above_lowest_ev": 2.844, "energy_ha": -623.354680, "species": ["O", "N", "C", "N", "S", "H", "H", "H", "H"], "xyz": [[1.80722, -0.70387, -0.07691], [1.42748, 0.66282, -0.11272], [0.17121, 0.76290, -0.01609], [-0.67227, -0.32847, 0.11912], [-2.31360, -0.07664, -0.23712], [2.76396, -0.68739, -0.59644], [-0.25634, 1.77843, -0.05054], [-0.16091, -1.17556, -0.07853], [-2.76674, -0.23221, 1.04923]], "atomic_forces_ev_per_a": [[3.74, 0.10, -2.10], [0.77, 0.20, -0.21], [-0.62, 0.17, 0.13], [0.15, 1.20, -0.15], [0.05, -0.60, 0.83], [-3.77, -0.04, 2.16], [0.16, -0.69, 0.14], [-0.55, -0.45, -0.11], [0.07, 0.12, -0.69]]}